# CH5O3Si

An isolated ion of composition CH5O3Si and charge +1 at a distorted geometry (ωB97M-V with the def2-TZVPD basis set, OMol25).

The value obtained for the maximum force is 0.07408 Eh/bohr. Its lowest unoccupied orbital energy (alpha / beta) is -0.1666 / -0.3810 Ha. As for the multiplicity: 3. The value obtained for the electronic energy is -15120.4223 eV. As for the HOMO energy (alpha / beta): -0.5688 / -0.5655 Ha. The value obtained for the energy relative to the best compared isomer or geometry (same formula, charge and spin) is 90.8 kcal/mol. As for the net charge: +1. The expectation value of S² is 2.01.

Cartesian coordinates (Å):
C1 1.31311 0.69225 0.02285
O1 -3.20408 0.51753 -0.16659
O2 -1.14572 -0.26501 -0.32990
O3 -2.28525 -0.11658 0.34915
Si1 0.38173 -0.92102 -0.05840
H1 0.90635 1.44058 -0.83766
H2 0.89733 1.00424 1.02359
H3 2.42479 0.36385 0.16254
H4 0.29361 -1.48282 1.27649
H5 0.41814 -1.23302 -1.44209

These are the natural (NBO) partial charges, in e, on atoms 1 to 6: -1.116, 0.277, -0.378, 0.269, 1.332, 0.290